*a*
# CF3N3

A 2-piece molecular cluster, CF3N3 overall (ωB97M-V/def2-TZVPD, the OMol25 dataset).

Its spin multiplicity is 1. Its frontier orbital gap (spin up / spin down) is 8.2 / 11.2 eV.

The geometry in XYZ format:
```
7
Properties=species:S:1:pos:R:3:lowdin_charge:R:1
C -1.29187 -0.32956 -0.09847 -0.564
N -1.02693 0.74214 -0.71472 0.140
N -1.37498 0.70164 0.71783 0.179
N 1.20308 -0.08195 -0.01077 0.071
F -1.44509 -1.60528 -0.03670 0.201
F 2.44048 -0.64692 0.05627 -0.019
F 1.49532 1.21993 0.08658 -0.009
```

---

*b*
# CF3N3

A 2-piece molecular cluster, CF3N3 overall (ωB97M-V/def2-TZVPD, the OMol25 dataset).

Its spin multiplicity is 1. Its frontier orbital gap (spin up / spin down) is 10.2 / 10.2 eV.

The geometry in XYZ format:
```
7
Properties=species:S:1:pos:R:3:lowdin_charge:R:1
C 0.29210 0.51039 -0.07475 -0.324
N 1.43541 0.17366 0.55874 0.168
N 1.40457 0.70666 -0.74505 0.243
N -0.99034 0.21844 -0.07102 -0.020
F 1.32698 -1.62920 0.48525 -0.317
F -1.69820 -0.05075 -1.18937 0.127
F -1.77052 0.07079 1.03620 0.124
```

---

Stability check: which of them is most stable? *a*.